(1)
{
  "formula": "H5N4O4P2",
  "method": "ωB97M-V/def2-TZVPD",
  "species": ["N", "N", "N", "N", "O", "O", "O", "O", "P", "P", "H", "H", "H", "H", "H"],
  "coordinates": [[2.119169, -0.399142, 0.943981], [0.943811, -0.493355, 1.171764], [-2.518641, -0.897616, 0.003794], [-1.376189, -0.135625, -0.493509], [-0.166664, -2.323747, -0.483684], [0.038201, 1.964285, 0.173770], [2.849682, 1.543738, -0.423738], [1.030680, -0.031934, -1.308429], [2.665204, 0.088309, -0.698549], [0.074402, -0.867590, -0.316003], [-2.623454, -1.006289, 1.043502], [-2.397284, -1.819620, -0.364550], [-1.454668, 0.856462, -0.311688], [-0.259028, 1.506598, 0.977627], [1.074777, 2.015529, 0.085708]],
  "atomic_forces_ev_per_a": [[2.5, 0.9, 1.0], [-2.6, -1.6, 0.6], [-0.6, 0.8, 0.4], [-1.9, -0.4, 1.4], [0.6, 0.5, 0.3], [1.4, 1.1, 0.2], [-0.3, 1.4, 0.4], [-0.3, -1.6, 0.6], [0.4, -1.2, -1.5], [0.7, 0.3, -1.9], [0.9, 0.4, -1.2], [0.1, -0.5, -0.2], [0.0, -0.2, -0.5], [1.1, 0.5, -0.1], [-2.0, -0.4, 0.5]],
  "mol_weight_g_mol": 187.01,
  "e_tot_ha": -1205.82361,
  "max_force_ev_per_a": 3.08,
  "charge": -1
}



(2)
{
  "formula": "H5NO",
  "method": "ωB97M-V/def2-TZVPD",
  "species": ["H", "H", "H", "H", "H", "N", "O"],
  "coordinates": [[1.307950, -0.115274, 0.709809], [2.798630, -0.609572, 0.141369], [2.187540, 0.942132, -0.218487], [-2.646703, 0.579252, 0.271379], [-2.339963, -0.840674, -0.249957], [2.012957, -0.020073, -0.071533], [-1.924769, 0.023081, -0.019173]],
  "atomic_forces_ev_per_a": [[1.2, 0.2, -1.4], [0.4, 0.4, 0.0], [0.7, 0.8, 0.0], [-0.3, 0.1, 0.1], [0.5, 1.0, 0.3], [-2.2, -1.4, 1.3], [-0.2, -1.1, -0.3]],
  "mol_weight_g_mol": 35.05,
  "e_tot_ha": -132.97976,
  "smiles": "N.O",
  "max_force_ev_per_a": 2.93
}



(3)
{
  "formula": "H5NO2Si",
  "method": "ωB97M-V/def2-TZVPD",
  "species": ["N", "O", "O", "Si", "H", "H", "H", "H", "H"],
  "coordinates": [[-1.413462, 0.032428, -0.569423], [0.542082, -1.339355, -0.344249], [1.078954, 1.339296, -0.075815], [0.097999, 0.089093, 0.187971], [-1.993739, -0.866753, -0.720022], [-1.774381, 0.929423, -0.930556], [1.418688, -1.659223, -0.056076], [1.805869, 1.618760, 0.456859], [0.237988, -0.143670, 2.051311]],
  "atomic_forces_ev_per_a": [[-1.5, 0.6, -0.4], [2.5, -2.2, -0.3], [-0.8, 0.4, -1.3], [-0.6, -0.8, 3.9], [1.6, 2.5, 0.3], [-0.3, -1.3, 0.3], [-0.8, 0.0, -0.2], [0.3, 0.1, 0.7], [-0.4, 0.6, -2.9]],
  "mol_weight_g_mol": 79.13,
  "e_tot_ha": -497.80362,
  "max_force_ev_per_a": 4.04
}



(4)
{
  "formula": "H5NO2Si",
  "method": "ωB97M-V/def2-TZVPD",
  "species": ["N", "O", "O", "Si", "H", "H", "H", "H", "H"],
  "coordinates": [[-0.480180, 1.298443, 1.640834], [1.305168, -1.474317, -0.412835], [-0.744909, -0.480265, -1.576887], [0.697105, -0.055751, -0.900263], [-1.419256, 1.457342, 1.372228], [-0.413712, 0.486714, 2.207650], [0.810333, -1.889027, 0.277614], [-1.481404, -0.131754, -1.069358], [1.726854, 0.788616, -1.538985]],
  "atomic_forces_ev_per_a": [[2.5, 0.5, -1.8], [1.3, 0.5, -0.3], [0.4, 0.7, -0.2], [-1.5, 0.2, 1.8], [-1.4, -0.2, -0.3], [-0.3, -1.1, 0.6], [-0.4, -0.6, 0.6], [-0.3, 0.1, -0.1], [-0.3, -0.2, -0.2]],
  "mol_weight_g_mol": 79.13,
  "e_tot_ha": -497.68109,
  "max_force_ev_per_a": 3.10
}



(5)
{
  "formula": "H5NOSi",
  "method": "ωB97M-V/def2-TZVPD",
  "species": ["N", "O", "Si", "H", "H", "H", "H", "H"],
  "coordinates": [[0.944867, -1.018342, -0.614382], [-1.971825, -0.109256, -0.122492], [0.993844, 0.444245, 0.128432], [0.919524, -1.151440, -1.617007], [-1.394407, -0.892260, -0.051051], [-1.802430, 0.313172, 0.738543], [1.772577, 0.621400, 1.494334], [0.537853, 1.792484, 0.043623]],
  "atomic_forces_ev_per_a": [[0.8, 2.0, 1.0], [0.6, -0.1, 0.9], [1.5, -2.3, 1.0], [-0.6, 0.1, 0.0], [-0.3, 0.2, -0.4], [-0.5, 0.0, -0.4], [-0.8, -0.8, -1.1], [-0.7, 0.9, -1.0]],
  "mol_weight_g_mol": 63.13,
  "e_tot_ha": -422.40480,
  "smiles": "N=[SiH2].O",
  "max_force_ev_per_a": 2.90
}



(6)
{
  "formula": "H5NP2S2",
  "method": "ωB97M-V/def2-TZVPD",
  "species": ["N", "P", "P", "S", "S", "H", "H", "H", "H", "H"],
  "coordinates": [[-0.450700, 0.678186, 0.855201], [-1.322877, 0.622163, -1.281042], [1.026372, -0.015172, 0.747973], [1.793096, -0.009495, 2.527618], [-0.872507, -1.404642, -1.808874], [-0.784603, 1.300020, 1.554792], [-2.500460, 0.273898, -0.647168], [0.887158, -1.259101, 0.263275], [1.988833, 0.615986, -0.160164], [0.235687, -0.801843, -2.051611]],
  "atomic_forces_ev_per_a": [[-0.6, -1.6, -4.8], [0.9, -0.3, 2.8], [0.9, 2.3, 2.4], [0.4, -0.2, 0.3], [-1.4, 0.7, 0.6], [0.1, 0.6, 0.4], [-0.8, 0.0, 0.1], [-0.4, -1.1, -0.9], [-1.1, -0.4, 0.1], [1.9, -0.1, -0.9]],
  "mol_weight_g_mol": 145.13,
  "e_tot_ha": -1536.76674,
  "max_force_ev_per_a": 5.12
}



(7)
{
  "formula": "H5NP2S2",
  "method": "ωB97M-V/def2-TZVPD",
  "species": ["N", "P", "P", "S", "S", "H", "H", "H", "H", "H"],
  "coordinates": [[0.530643, -0.209339, 0.918179], [-1.799426, -0.605158, 0.354873], [1.442065, -0.170870, -0.409270], [3.296589, 0.286944, -0.075909], [-2.268764, 1.317628, -0.158888], [0.856804, -0.788798, 1.679932], [-1.420074, -0.930268, -0.957352], [1.285966, -1.320786, -1.204812], [0.745404, 0.735296, -1.205305], [-2.669206, 1.685352, 1.058548]],
  "atomic_forces_ev_per_a": [[-3.6, -0.4, 0.1], [2.9, 0.3, 1.1], [1.1, 0.3, -0.6], [0.0, -0.1, -0.1], [0.0, 0.2, -0.3], [-0.1, -0.2, 0.0], [0.0, 0.0, -0.2], [0.0, -0.2, 0.0], [-0.2, 0.2, -0.2], [-0.1, 0.0, 0.2]],
  "mol_weight_g_mol": 145.13,
  "e_tot_ha": -1536.78648,
  "max_force_ev_per_a": 3.63
}



(8)
{
  "formula": "H5NP4",
  "method": "ωB97M-V/def2-TZVPD",
  "species": ["N", "P", "P", "P", "P", "H", "H", "H", "H", "H"],
  "coordinates": [[0.324784, -0.796601, -0.009454], [0.903626, 0.479253, -1.423478], [2.377307, 1.471403, -0.148355], [-2.243578, -1.240181, 1.053160], [-0.687091, -2.028728, -0.174865], [1.721445, 2.618482, -0.080715], [3.233214, 2.130688, -1.054551], [-2.197349, -0.022342, 0.455181], [-1.731054, -0.986458, 2.461330], [-1.701304, -1.625518, -1.078253]],
  "atomic_forces_ev_per_a": [[3.3, 4.4, -3.2], [-1.5, -3.1, 2.8], [1.2, -1.7, 0.6], [-1.0, -1.2, 2.9], [-0.7, -1.0, -0.1], [-1.5, 2.0, 0.5], [0.1, -0.5, -0.6], [0.2, 1.4, 0.0], [-0.2, 0.0, -1.9], [0.1, -0.3, -1.1]],
  "mol_weight_g_mol": 142.94,
  "e_tot_ha": -1423.00542,
  "smiles": "[PH2]#P=N[PH]#[PH2]",
  "max_force_ev_per_a": 6.38
}



(9)
{
  "formula": "H5O2PSSi",
  "method": "ωB97M-V/def2-TZVPD",
  "species": ["O", "O", "Si", "P", "S", "H", "H", "H", "H", "H"],
  "coordinates": [[2.064587, 0.311630, -1.080679], [2.037813, 1.390887, 1.367604], [-0.832813, 0.258234, 0.097958], [1.220769, 0.925168, 0.223851], [-0.318285, 2.378640, -0.225377], [2.963813, 0.318655, -0.746778], [-2.686247, -2.915650, 0.331005], [-0.773124, 0.019728, -1.450037], [-2.047118, -2.476668, 0.361696], [-1.629396, -0.210624, 1.120757]],
  "atomic_forces_ev_per_a": [[-1.2, 1.0, 1.5], [0.2, -0.8, -0.6], [2.0, 1.6, -3.7], [0.1, 0.6, -0.1], [0.4, -0.7, 0.2], [0.8, 0.0, -0.2], [0.9, 0.6, 0.0], [-0.8, -0.9, 1.6], [-1.0, -0.7, 0.0], [-1.4, -0.7, 1.3]],
  "mol_weight_g_mol": 128.16,
  "e_tot_ha": -1182.48986,
  "max_force_ev_per_a": 4.43
}



(10)
{
  "formula": "H5PSi",
  "method": "ωB97M-V/def2-TZVPD",
  "species": ["Si", "P", "H", "H", "H", "H", "H"],
  "coordinates": [[-0.678145, -0.001997, 0.504219], [1.411430, 0.552915, -0.265209], [-1.595689, 1.098097, 0.435398], [-1.045017, -1.203455, -0.411027], [-0.704675, -0.392778, 2.000118], [1.084943, 0.906953, -1.573369], [1.527153, -0.959736, -0.690130]],
  "atomic_forces_ev_per_a": [[0.5, -1.6, -0.1], [0.3, -2.5, 0.2], [-0.6, 0.6, -0.3], [-0.1, 0.9, 0.9], [0.3, 0.1, -1.1], [-0.5, 0.1, -0.3], [0.1, 2.2, 0.7]],
  "mol_weight_g_mol": 64.10,
  "e_tot_ha": -633.78032,
  "smiles": "[SiH3]P",
  "max_force_ev_per_a": 2.50
}